No. 1
C2H6N2S | wB97M-V/def2-TZVPD

Structure (ORCA input):
```
! RIJCOSX wB97M-V def2-TZVPD def2/J DEFGRID3
* xyz 0 1
C 2.647 -0.396 -0.001
C 0.632 0.739 0.015
H 2.920 0.448 0.603
H 3.045 -0.302 -1.017
H 3.084 -1.288 0.485
H 1.103 1.733 -0.040
H -1.186 1.776 0.088
H -1.939 -0.724 1.227
N 1.226 -0.369 -0.023
N -0.743 0.871 0.016
S -1.880 -0.451 -0.086
*
```

The calculation puts the total energy at -587.45976 a.u. Its max |F| is 0.0304 hartree/bohr. The calculation puts the energy above the lowest of the compared OMol25 structures with the same formula, charge and spin at 1.204 eV. As for the SMILES: C/N=C/NS. The LUMO energy comes out at 0.872 eV.

=====

No. 2
C25H45LuN4OP | wB97M-V/def2-TZVPD

Structure (ORCA input):
```
! RIJCOSX wB97M-V def2-TZVPD def2/J DEFGRID3
* xyz 2 2
C -1.182 1.603 2.578
N 0.074 1.402 2.027
C 1.136 2.080 2.519
C 1.053 2.880 3.648
C -0.188 3.054 4.259
C -1.301 2.442 3.715
Lu 0.653 -0.173 0.311
C 2.465 1.933 1.801
N 2.595 0.624 1.091
C 2.952 -0.463 2.091
C 1.792 -0.964 2.950
C -2.300 0.967 1.974
P -2.122 -0.043 0.534
C -2.936 0.872 -0.897
C -4.458 0.712 -0.784
C -2.760 -1.750 1.014
C -2.882 -2.618 -0.248
C -1.754 -2.405 1.982
C -4.114 -1.603 1.721
C -2.555 2.364 -0.827
C -2.450 0.291 -2.235
C 3.609 0.707 -0.014
C 3.160 1.643 -1.126
H 1.974 3.339 4.005
H -0.264 3.677 5.148
H -2.296 2.585 4.125
H -3.272 1.163 2.438
H -2.179 -3.355 2.338
H -0.796 -2.665 1.500
H -1.553 -1.789 2.870
H -4.455 -2.610 2.003
H -4.027 -1.001 2.634
H -4.876 -1.154 1.073
H -3.166 -3.633 0.064
H -3.646 -2.244 -0.941
H -1.926 -2.699 -0.790
H -4.917 1.306 -1.586
H -4.771 -0.330 -0.926
H -4.840 1.082 0.176
H -2.929 2.839 0.088
H -1.469 2.511 -0.879
H -3.003 2.878 -1.692
H -2.643 -0.786 -2.322
H -2.987 0.803 -3.045
H -1.379 0.468 -2.392
H 2.582 2.759 1.081
H 3.279 2.010 2.546
H 3.361 -1.301 1.510
H 3.763 -0.061 2.719
H 3.727 -0.311 -0.416
H 4.572 1.020 0.428
H 3.814 1.537 -1.999
H 2.145 1.435 -1.507
H 3.186 2.698 -0.829
H 2.142 -1.839 3.508
H 1.491 -0.235 3.713
H 0.877 -1.326 2.408
H 0.275 1.018 -1.039
C 2.251 2.893 -5.377
H 3.145 3.514 -5.469
H 1.399 3.436 -5.813
H 2.407 1.966 -5.948
O 2.112 2.633 -3.979
H 1.221 2.272 -3.824
N 3.636 -2.853 -0.435
C 2.522 -2.874 -1.210
C 2.359 -3.765 -2.290
C 1.162 -3.729 -3.011
C 0.174 -2.805 -2.661
C 0.416 -1.936 -1.615
N 1.543 -1.975 -0.867
H 3.842 -1.979 0.048
H 4.435 -3.425 -0.688
H 3.182 -4.440 -2.555
H 0.986 -4.407 -3.843
H -0.772 -2.749 -3.191
H -0.300 -1.125 -1.371
*
```

The calculation puts the total energy at -2850.24101 a.u. Its max |F| is 0.0315 hartree/bohr. As for the expectation value of S²: 0.783. The LUMO energy (alpha / beta) comes out at -5.383 / -7.397 eV.

=====

No. 3
C2H6INOP | wB97M-V/def2-TZVPD

Structure (ORCA input):
```
! RIJCOSX wB97M-V def2-TZVPD def2/J DEFGRID3
* xyz 1 1
C 0.215 0.233 0.838
C 1.205 0.360 -0.332
N 2.558 0.451 0.060
O -0.869 -0.253 0.718
P -4.517 -1.683 -0.165
I -3.784 0.566 -0.210
H 1.040 -0.491 -0.996
H 0.870 1.270 -0.851
H 2.948 1.347 0.290
H 0.586 0.659 1.786
H 3.200 -0.276 -0.194
H -3.452 -2.183 -0.942
*
```

The calculation puts the total energy at -848.48543 a.u. Its max |F| is 0.0350 hartree/bohr. The calculation puts the energy above the lowest of the compared OMol25 structures with the same formula, charge and spin at 2.262 eV. The LUMO energy (alpha / beta) comes out at -8.201 / -8.198 eV.

=====

No. 4
C2HN3O2 | wB97M-V/def2-TZVPD

Structure (ORCA input):
```
! RIJCOSX wB97M-V def2-TZVPD def2/J DEFGRID3
* xyz 0 1
C -1.129 -0.351 0.533
C 0.961 0.823 -0.149
H 1.726 1.733 0.257
N -0.878 -1.192 -0.581
N 0.226 -1.138 -1.205
N 1.319 -0.157 -0.877
O -1.918 -0.547 1.531
O -0.307 0.829 0.492
*
```

The calculation puts the total energy at -391.43046 a.u. Its max |F| is 0.1463 hartree/bohr. The calculation puts the energy above the lowest of the compared OMol25 structures with the same formula, charge and spin at 4.635 eV. As for the SMILES: O=c1nnnco1. The LUMO energy comes out at -1.714 eV.

=====

No. 5
CH4N2O2S | wB97M-V/def2-TZVPD

Structure (ORCA input):
```
! RIJCOSX wB97M-V def2-TZVPD def2/J DEFGRID3
* xyz 0 1
C -1.433 -0.254 -0.832
N -0.234 0.799 0.754
N -1.410 0.482 0.441
O 2.958 0.424 1.349
O 2.297 -1.497 -0.092
S 2.289 -0.079 0.210
H -0.355 -0.421 -1.036
H -1.879 -1.215 -0.807
H -1.976 0.312 -1.538
H -0.257 1.448 1.553
*
```

The calculation puts the total energy at -698.60723 a.u. Its max |F| is 0.0542 hartree/bohr. The calculation puts the energy above the lowest of the compared OMol25 structures with the same formula, charge and spin at 1.853 eV. The LUMO energy comes out at -0.352 eV.

=====

No. 6
C10H13BN2 | wB97M-V/def2-TZVPD

Structure (ORCA input):
```
! RIJCOSX wB97M-V def2-TZVPD def2/J DEFGRID3
* xyz 0 1
B 0.087 0.223 0.095
C -2.398 -2.435 0.492
C -1.209 -3.186 0.679
C 1.639 0.223 -0.433
C 2.411 -0.938 0.068
C -1.978 -1.149 0.281
C -0.195 -2.292 0.531
C 1.481 -0.122 -1.884
C 2.716 -1.660 -1.085
C -0.104 2.744 -0.670
C -0.492 1.705 0.355
N -0.610 -0.976 0.319
N 2.129 -1.206 -2.229
H -3.426 -2.631 0.274
H -1.108 -4.160 0.988
H 2.100 1.283 -0.351
H 2.734 -1.200 0.999
H -2.444 -0.341 -0.122
H 0.798 -2.543 0.699
H 0.844 0.381 -2.537
H 3.244 -2.553 -1.125
H 0.924 2.979 -0.639
H -0.463 2.545 -1.683
H -0.558 3.814 -0.382
H -0.037 1.848 1.343
H -1.613 1.809 0.588
*
```

The calculation puts the total energy at -523.15831 a.u. Its max |F| is 0.0998 hartree/bohr. The calculation puts the energy above the lowest of the compared OMol25 structures with the same formula, charge and spin at 2.105 eV. As for the SMILES: CCB([C@H]1C=CN=C1)n1cccc1. The LUMO energy comes out at 0.455 eV.